1.
CH4OS2 | wB97M-V/def2-TZVPD

Element x y z (Å)
S1 -1.70450 -0.74704 -0.44625
C1 0.05976 -0.73702 -0.53425
O1 0.73328 -0.33372 0.93218
S2 0.42251 1.16390 1.43889
H1 -1.83009 0.57246 -0.26808
H2 0.45680 -0.00243 -1.22595
H3 0.44188 -1.73739 -0.68695
H4 1.42035 1.82125 0.79041

Forces on atoms 1 to 2 (eV/Å):
S 0.1 -0.2 0.0
C 0.8 1.0 2.7

Orbital gap   9.7 eV
F_max   3.20 eV/Å
Energy relative to the best compared isomer or geometry (same formula, charge and spin)   1.149 eV
Spin multiplicity   1
E_LUMO   0.7 eV
SMILES   SCOS

Mulliken population analysis, charges in e, atoms 1 to 6: -0.137, -0.260, -0.315, -0.081, 0.132, 0.304

=====

2.
CH4OS2 | wB97M-V/def2-TZVPD

Element x y z (Å)
C1 -0.58535 0.49548 0.01877
O1 -0.60998 1.15270 1.08423
S1 1.82808 -0.69687 -0.13884
S2 -1.66538 -0.89371 -0.22675
H1 -0.28479 1.19051 -0.86294
H2 -0.53315 0.47671 1.90400
H3 2.71777 0.08346 -0.75069
H4 -0.86721 -1.80829 -1.02778

Forces on atoms 1 to 2 (eV/Å):
C 2.8 -0.5 -5.4
O 0.2 -1.1 5.6

Orbital gap (alpha / beta)   7.4 / 7.4 eV
F_max   6.11 eV/Å
Energy relative to the best compared isomer or geometry (same formula, charge and spin)   2.458 eV
Spin multiplicity   1
E_LUMO (alpha / beta)   -0.9 / -0.9 eV

Mulliken population analysis, charges in e, atoms 1 to 6: -0.109, -0.371, -0.432, -0.183, 0.366, 0.447

=====

Q: energy relative to the best compared isomer or geometry (same formula, charge and spin) of number 2 (CH4OS2)?
A: 2.458 eV